(P)
ORCA calculation (the ωB97M-V functional and the def2-TZVPD basis) on 10 unconnected molecules or ions with the total composition C5H28NO11.

Summary:
Gap between HOMO and LUMO, hartree: 0.3332
Charge: -1
LUMO level, eV: 2.87

Last column: natural (NBO) charge in e.
Cartesian coordinates (Å):
C 0.8377 1.7115 0.1060  0.515
N 0.5101 0.5011 -0.3983  -0.626
C 0.0335 -2.2433 -1.5616  -0.630
C 0.5027 -0.9571 -2.2655  -0.398
C -0.2070 0.2813 -1.6766  -0.091
C -0.3360 1.5221 -2.6602  -0.061
O -1.0184 2.5671 -1.9588  -0.832
O 1.5661 1.6819 1.1195  -0.752
H 0.4728 2.6319 -0.3475  0.197
H 0.6608 -0.3242 0.1656  0.437
H 0.1916 -2.1251 -0.4929  0.200
H -1.0049 -2.3575 -1.9213  0.214
H 0.6050 -3.1727 -1.8315  0.211
H 0.2886 -1.0640 -3.3285  0.196
H 1.6020 -0.8255 -2.1212  0.213
H -1.2564 -0.0251 -1.5336  0.217
H 0.6787 1.8961 -2.8127  0.161
H -0.8498 1.2615 -3.5557  0.173
H -3.2334 0.1453 1.1035  0.468
H -2.1317 0.6360 2.2735  0.503
O -2.3318 0.0847 0.7596  -1.047
H 1.4575 0.6277 2.6294  0.499
H 0.4929 0.6977 3.8490  0.470
O 1.2362 0.2255 3.4810  -0.986
H -3.8652 1.6182 -1.1747  0.448
H -1.4180 1.5825 3.4131  0.466
O -1.6267 0.6950 3.1334  -1.016
H 1.7512 -2.5323 0.4116  0.473
H 1.0826 -3.1026 1.6719  0.491
O 1.8121 -3.2281 1.0565  -0.965
H 2.7838 2.3172 -2.0353  0.467
H 2.9442 1.0783 -1.0952  0.479
O 3.0692 1.3927 -1.9892  -0.942
H -2.3080 0.6777 -0.1430  0.536
H -1.9638 2.0863 -1.6655  0.504
O -3.0197 1.1722 -1.3649  -1.177
H -2.7915 -2.9271 1.0172  0.468
H -3.0492 -1.5376 0.2481  0.498
O -3.3672 -2.4432 0.4208  -0.986
H 2.8840 0.2516 0.6803  0.479
H 3.2770 -0.9953 1.4881  0.485
O 3.4165 -0.5657 0.6408  -0.976
H -1.0521 -1.5651 0.8778  0.496
H -0.4754 -1.0698 2.2273  0.519
O -0.2689 -1.5790 1.4290  -1.000



(Q)
ORCA calculation (the ωB97M-V functional and the def2-TZVPD basis) on 10 unconnected molecules or ions with the total composition C5H28NO11.

Summary:
Gap between HOMO and LUMO, hartree: 0.3582
Charge: -1
LUMO level, eV: 2.97

Last column: natural (NBO) charge in e.
Cartesian coordinates (Å):
O -1.2295 2.9993 1.0677  -0.630
C -0.3862 2.7058 0.2368  0.531
N 0.8923 2.3680 0.6039  -0.655
C 1.6936 1.8081 -0.5023  -0.047
C 1.3300 0.2842 -0.7114  -0.470
C 2.4329 -0.7507 -0.1547  -0.065
O 1.8509 -2.0531 -0.1139  -0.793
C 3.1931 1.9634 -0.2230  -0.619
H -0.6454 2.7661 -0.8258  0.118
H 0.9674 1.7789 1.4357  0.445
H 1.5026 2.4318 -1.3783  0.187
H 1.2380 -0.0262 -1.7326  0.223
H 0.4596 0.0362 -0.0970  0.222
H 3.2820 -0.7524 -0.8784  0.166
H 2.8337 -0.5056 0.8343  0.163
H 3.8281 1.7202 -1.0937  0.207
H 3.3005 3.0167 0.0019  0.212
H 3.5527 1.4501 0.6687  0.210
H -0.5442 -2.9290 0.4223  0.499
H -0.5972 -3.5487 -1.0426  0.486
O -0.9636 -3.6407 -0.1509  -1.014
H 0.5900 -0.5201 2.1652  0.510
H -0.1273 0.4360 3.2323  0.496
O 0.4627 0.4049 2.4814  -1.019
H -3.3895 -0.4997 -2.8561  0.466
H -2.1124 -0.6130 -2.2248  0.499
O -2.4687 -0.3629 -3.1213  -0.992
H 0.1463 -2.6608 2.3044  0.468
H 1.0691 -1.9299 0.5670  0.510
O -0.0433 -1.9925 1.6349  -1.191
H -1.3903 -1.3128 2.0523  0.514
H -2.9190 -1.4493 2.1376  0.461
O -2.2403 -0.7879 2.3210  -1.036
H -0.5289 2.2506 -3.3936  0.455
H -1.8470 1.5257 -3.3048  0.499
O -1.4580 2.3667 -3.6202  -0.966
H -2.2026 2.1436 3.1381  0.493
H -2.3795 0.6683 3.6486  0.498
O -2.2165 1.5832 3.9257  -0.998
H -0.3486 -1.8675 -2.4101  0.473
H 1.0261 -2.1880 -1.6200  0.499
O 0.4956 -2.3238 -2.4444  -1.006
H -1.9019 -2.1354 -0.3651  0.511
H -2.1118 -0.6388 0.0807  0.507
O -2.0953 -1.2190 -0.6955  -1.024



Need the numbers? Relative energies in kJ/mol: (P) 156.7; (Q) 0.0.



(P)
ORCA calculation (the ωB97M-V functional and the def2-TZVPD basis) on 2 unconnected molecules or ions with the total composition C2H7S2.

Summary:
Gap between HOMO and LUMO, hartree: 0.2207
Charge: -1
LUMO level, eV: 3.28

Last column: natural (NBO) charge in e.
Cartesian coordinates (Å):
S -1.6467 0.0590 1.8731  -1.069
H -2.1552 0.3686 3.0772  0.092
C 0.0592 -1.0670 -0.3394  -0.639
C 0.7897 0.2814 -0.3237  -0.526
S 0.5816 1.0131 -1.9684  -0.101
H 0.4008 -1.7129 -1.1520  0.178
H -1.0104 -0.8835 -0.5519  0.235
H 0.1067 -1.4732 0.6674  0.257
H 0.2955 0.8950 0.4345  0.276
H 1.8592 0.2027 -0.0616  0.186
H 0.7195 2.3169 -1.6551  0.111



(Q)
ORCA calculation (the ωB97M-V functional and the def2-TZVPD basis) on 2 unconnected molecules or ions with the total composition C2H7S2.

Summary:
Gap between HOMO and LUMO, hartree: 0.2021
Charge: -1
LUMO level, eV: 3.28

Last column: natural (NBO) charge in e.
Cartesian coordinates (Å):
C 0.8270 -0.8925 -0.3881  -0.757
S 2.5102 -0.2414 -0.4229  -0.088
H 0.1991 -0.3748 0.3520  0.278
H 0.8383 -1.9628 -0.1552  0.190
H 0.3351 -0.8200 -1.3530  0.228
H 2.4399 0.3843 -1.5927  0.113
C -2.4944 -0.5018 0.6917  -0.746
S -1.7294 1.1386 0.3522  -0.742
H -2.2198 -0.8225 1.6991  0.170
H -2.1439 -1.2479 -0.0176  0.167
H -3.5689 -0.3460 0.7068  0.186



Need the numbers? Relative energies in kJ/mol: (P) 0.0; (Q) 47.3.



(P)
ORCA calculation (the ωB97M-V functional and the def2-TZVPD basis) on a single C5H10N4O2 molecule.

Summary:
SMILES: C/N=C(O)/N=C\C(=N\O)NC
Gap between HOMO and LUMO, hartree: 0.3269
Charge: 0
LUMO level, eV: 0.48

Last column: natural (NBO) charge in e.
Cartesian coordinates (Å):
C -2.5732 1.5296 0.8066  -0.441
N -1.7130 0.4100 0.7662  -0.491
C -1.9741 -0.5384 -0.0569  0.667
O -3.0559 -0.7000 -0.9281  -0.708
N -1.2557 -1.7759 0.0433  -0.427
C 0.0062 -1.7878 0.1208  0.125
C 0.9128 -0.6887 -0.1664  0.282
N 0.4856 -0.0250 -1.1842  -0.184
O 1.3629 0.9435 -1.7474  -0.582
N 2.1934 -0.6876 0.3306  -0.591
C 3.1499 0.4682 0.3513  -0.388
H -2.6280 2.0480 -0.1790  0.202
H -2.1604 2.1995 1.6063  0.196
H -3.4981 1.0770 1.1855  0.199
H -3.4033 -1.5815 -0.8605  0.497
H 0.3915 -2.8448 0.1570  0.197
H 1.0235 1.1619 -2.5339  0.469
H 2.2995 -1.2803 1.0563  0.376
H 2.8173 1.2542 0.9705  0.196
H 4.0977 0.0922 0.8089  0.194
H 3.5213 0.7260 -0.5468  0.215



(Q)
ORCA calculation (the ωB97M-V functional and the def2-TZVPD basis) on a single C5H10N4O2 molecule.

Summary:
SMILES: C/N=C(O)/N=C\C(=N\O)NC
Gap between HOMO and LUMO, hartree: 0.3233
Charge: 0
LUMO level, eV: 0.48

Last column: natural (NBO) charge in e.
Cartesian coordinates (Å):
C -2.5929 -1.2395 0.2678  -0.433
N -1.6535 -0.3240 -0.3244  -0.543
C -1.6657 0.8968 0.0075  0.668
O -2.5300 1.4219 0.9072  -0.677
N -0.9044 1.8613 -0.6172  -0.474
C 0.3427 1.8166 -0.8097  0.196
C 1.2880 0.7696 -0.3522  0.285
N 2.2115 1.3107 0.3489  -0.236
O 3.1743 0.4881 0.9801  -0.590
N 1.0510 -0.4950 -0.7706  -0.613
C 1.7696 -1.6686 -0.3296  -0.417
H -2.6795 -2.1002 -0.3940  0.200
H -3.5725 -0.7813 0.4229  0.198
H -2.2167 -1.5736 1.2383  0.200
H -2.4410 2.3849 0.9104  0.501
H 0.7881 2.6917 -1.2711  0.201
H 3.6801 1.1178 1.5056  0.481
H 0.0846 -0.6589 -1.0463  0.437
H 1.8545 -2.3580 -1.1719  0.196
H 2.7642 -1.3894 0.0072  0.236
H 1.2479 -2.1709 0.4911  0.186



Need the numbers? Relative energies in kJ/mol: (P) 143.3; (Q) 0.0.